[1]
A cluster of 10 separate species, C23H66O17 in total at a distorted geometry. Source: the Open Molecules 2025 dataset; level of theory: the ωB97M-V functional and the def2-TZVPD basis.

The gap between HOMO and LUMO comes out at 0.378 hartree. Its SMILES is CC(C)O.CC(C)O.CC(C)O.OCCO.OCCO.OCCO.OCCO.OCCO.OCCO.OCCO. The value obtained for the max |F| is 1.60 eV/A. The energy above the lowest of the compared OMol25 structures with the same formula, charge and spin is 0.81 kcal per mole. For the LUMO energy, the calculation gives 0.2 eV.

Structure (XYZ):
```
106
Properties=species:S:1:pos:R:3:lowdin_charge:R:1
C 1.35 -1.37 -4.34 -0.06
C -0.14 -1.44 -4.11 -0.50
C -0.65 -0.15 -3.53 -0.05
O -0.82 -1.64 -5.36 -0.05
H 1.90 -1.35 -3.39 0.07
H 1.57 -0.49 -4.93 0.09
H 1.72 -2.26 -4.86 0.08
H -0.36 -2.30 -3.46 0.12
H -1.74 -0.10 -3.45 0.08
H -0.31 0.70 -4.14 0.09
H -0.25 0.00 -2.53 0.06
H -0.35 -2.32 -5.86 0.08
C -2.52 2.04 -1.28 -0.05
C -3.71 1.14 -1.51 -0.49
C -4.61 1.08 -0.27 -0.04
O -4.43 1.66 -2.64 -0.05
H -1.88 1.62 -0.51 0.06
H -2.85 3.05 -1.01 0.09
H -1.94 2.10 -2.21 0.07
H -3.37 0.12 -1.75 0.11
H -5.11 2.05 -0.17 0.09
H -4.01 0.98 0.64 0.06
H -5.36 0.29 -0.30 0.08
H -5.29 1.23 -2.66 0.08
C 3.37 5.13 -2.59 -0.05
C 1.89 5.33 -2.80 -0.48
C 1.22 4.00 -3.13 -0.05
O 1.38 5.88 -1.60 -0.06
H 3.56 4.43 -1.78 0.07
H 3.85 6.07 -2.29 0.09
H 3.91 4.79 -3.47 0.08
H 1.76 5.99 -3.67 0.14
H 1.84 3.45 -3.84 0.08
H 0.23 4.10 -3.59 0.08
H 1.15 3.39 -2.23 0.07
H 0.43 5.73 -1.56 0.10
C -3.14 -3.08 -1.18 -0.22
C -3.23 -3.83 -2.50 -0.24
O -3.09 -5.23 -2.35 -0.05
O -4.41 -3.01 -0.50 -0.07
H -2.76 -2.06 -1.26 0.09
H -2.40 -3.58 -0.54 0.12
H -2.47 -3.44 -3.19 0.11
H -4.16 -3.57 -3.01 0.13
H -2.16 -5.40 -2.21 0.08
H -4.47 -3.79 0.06 0.08
C -0.48 0.09 5.09 -0.26
C 0.66 -0.72 4.53 -0.19
O 1.57 0.11 3.79 -0.08
O -0.07 0.91 6.16 -0.05
H -1.23 -0.59 5.48 0.11
H -0.93 0.68 4.28 0.13
H 0.28 -1.50 3.88 0.10
H 1.20 -1.16 5.38 0.13
H 2.32 0.32 4.35 0.11
H 0.51 1.60 5.82 0.09
C -2.84 -1.92 3.56 -0.25
C -3.82 -1.08 2.78 -0.23
O -3.72 0.31 3.06 -0.06
O -3.10 -2.02 4.95 -0.06
H -1.83 -1.54 3.38 0.08
H -2.85 -2.93 3.13 0.12
H -4.84 -1.43 2.96 0.13
H -3.60 -1.22 1.72 0.10
H -3.77 0.49 4.00 0.08
H -3.49 -1.19 5.26 0.07
C 1.43 -4.70 2.41 -0.21
C 0.03 -5.28 2.48 -0.26
O 0.05 -6.62 2.89 -0.05
O 1.33 -3.30 2.14 -0.08
H 1.96 -5.21 1.60 0.13
H 1.94 -4.88 3.36 0.12
H -0.44 -5.24 1.50 0.12
H -0.62 -4.67 3.13 0.12
H 0.46 -6.69 3.76 0.09
H 2.17 -2.98 1.80 0.11
C 2.40 3.11 2.45 -0.27
C 2.35 3.68 1.07 -0.26
O 1.27 4.61 1.05 -0.06
O 2.85 4.05 3.41 -0.06
H 3.05 2.23 2.45 0.11
H 1.38 2.80 2.73 0.12
H 2.24 2.88 0.33 0.10
H 3.30 4.18 0.84 0.13
H 1.27 5.06 0.19 0.05
H 2.58 4.92 3.09 0.08
C 4.38 0.62 -1.31 -0.27
C 5.03 -0.02 -2.50 -0.27
O 5.19 1.00 -3.47 -0.07
O 4.04 -0.41 -0.40 -0.08
H 3.49 1.16 -1.66 0.11
H 5.08 1.35 -0.88 0.13
H 4.42 -0.85 -2.85 0.11
H 6.01 -0.41 -2.19 0.12
H 5.60 0.61 -4.25 0.08
H 3.43 -0.07 0.27 0.04
C -0.22 -0.82 0.11 -0.25
C 0.56 0.42 0.41 -0.23
O 1.75 0.10 1.10 -0.10
O -0.65 -1.56 1.23 -0.07
H 0.44 -1.47 -0.49 0.13
H -1.08 -0.65 -0.56 0.09
H -0.02 1.13 1.02 0.13
H 0.81 0.94 -0.52 0.11
H 1.61 0.02 2.06 0.05
H 0.04 -2.21 1.46 0.04
```

***

[2]
A cluster of 10 separate species, C23H67N3O13PS10 in total at a distorted geometry. Source: the Open Molecules 2025 dataset; level of theory: the ωB97M-V functional and the def2-TZVPD basis.

The gap between HOMO and LUMO comes out at 0.252 hartree. The value obtained for the max |F| is 4.71 eV/A. For the LUMO energy, the calculation gives -3.2 eV. As for the net charge: +1.

Structure (XYZ):
```
117
Properties=species:S:1:pos:R:3:lowdin_charge:R:1
N 0.76 2.45 4.17 0.22
C 0.55 3.05 3.00 -0.27
N 1.65 3.33 2.15 0.16
C 1.35 3.14 0.69 -0.23
C 1.99 1.80 0.10 -0.12
O 1.27 0.61 0.50 -0.16
O 1.48 0.33 1.85 -0.07
C -0.17 3.29 0.31 -0.10
C -1.07 2.60 1.40 -0.39
P -2.88 2.42 0.93 0.30
O -2.90 1.52 -0.51 -0.22
O -3.56 1.37 2.10 -0.25
S -3.86 4.08 0.82 0.30
N -0.86 3.36 2.68 0.06
H 0.32 2.83 5.02 0.15
H 1.36 1.62 4.21 0.13
H 2.41 2.69 2.41 0.15
H 1.89 3.97 0.15 0.17
H 1.96 1.83 -1.04 0.09
H 3.07 1.66 0.42 0.15
H 2.31 -0.21 1.90 0.09
H -0.40 2.95 -0.75 0.15
H -0.38 4.41 0.30 0.13
H -0.70 1.54 1.63 0.13
H -2.49 0.66 -0.26 0.06
H -2.78 0.96 2.52 0.03
H -0.87 4.38 2.47 0.13
C -4.63 1.72 5.28 -0.27
S -3.24 0.79 5.96 0.82
O -2.57 0.08 4.81 -0.60
C -4.24 -0.42 6.84 -0.30
H -4.23 2.52 4.65 0.04
H -5.26 1.07 4.67 0.06
H -5.21 2.16 6.09 0.04
H -4.90 -0.94 6.14 0.05
H -4.84 0.09 7.60 0.04
H -3.58 -1.13 7.32 0.04
C -5.74 -4.56 9.07 -0.26
S -5.89 -3.05 8.09 0.80
O -5.87 -1.90 9.04 -0.55
C -7.60 -3.32 7.60 -0.26
H -4.74 -4.59 9.51 0.05
H -6.48 -4.57 9.86 0.06
H -5.87 -5.43 8.42 0.05
H -8.23 -3.41 8.49 0.06
H -7.67 -4.23 7.00 0.06
H -7.93 -2.47 7.00 0.04
C 2.73 2.70 -5.40 -0.27
S 2.07 1.59 -4.14 0.86
O 2.22 2.28 -2.81 -0.59
C 3.39 0.37 -4.26 -0.25
H 2.08 3.57 -5.47 0.06
H 3.73 3.02 -5.12 0.06
H 2.75 2.17 -6.36 0.04
H 4.36 0.85 -4.05 0.06
H 3.39 -0.06 -5.26 0.03
H 3.21 -0.41 -3.52 0.05
C -3.75 -3.57 1.90 -0.26
S -2.98 -2.27 0.92 0.79
O -3.13 -2.64 -0.52 -0.55
C -1.28 -2.66 1.40 -0.26
H -4.82 -3.54 1.73 0.05
H -3.35 -4.54 1.60 0.06
H -3.55 -3.39 2.96 0.05
H -1.05 -3.69 1.13 0.06
H -1.16 -2.51 2.47 0.05
H -0.61 -1.98 0.87 0.04
C 3.55 -2.76 -7.90 -0.28
S 3.45 -1.25 -8.88 0.82
O 3.45 -0.10 -7.93 -0.59
C 1.75 -1.51 -9.42 -0.26
H 4.53 -2.80 -7.43 0.04
H 2.78 -2.75 -7.13 0.06
H 3.43 -3.63 -8.55 0.05
H 1.09 -1.59 -8.55 0.06
H 1.69 -2.42 -10.02 0.06
H 1.45 -0.66 -10.03 0.05
C 3.46 -2.37 5.25 -0.26
S 4.26 -1.10 4.26 0.79
O 4.12 -1.49 2.82 -0.56
C 5.94 -1.50 4.77 -0.26
H 2.39 -2.33 5.06 0.05
H 3.84 -3.36 4.96 0.06
H 3.65 -2.19 6.30 0.06
H 6.17 -2.54 4.52 0.06
H 6.05 -1.34 5.84 0.06
H 6.63 -0.85 4.24 0.05
C -9.40 2.19 7.04 -0.27
S -8.02 1.26 7.72 0.82
O -7.35 0.55 6.59 -0.57
C -9.02 0.05 8.60 -0.26
H -9.01 2.99 6.41 0.05
H -10.03 1.53 6.44 0.06
H -9.99 2.62 7.86 0.05
H -9.67 -0.47 7.90 0.06
H -9.61 0.56 9.36 0.06
H -8.35 -0.67 9.08 0.03
C 4.37 5.91 -9.62 -0.27
S 3.70 4.80 -8.35 0.79
O 3.85 5.49 -7.03 -0.56
C 5.02 3.58 -8.47 -0.26
H 3.71 6.77 -9.69 0.05
H 5.37 6.23 -9.34 0.06
H 4.39 5.39 -10.57 0.05
H 5.99 4.05 -8.26 0.06
H 5.02 3.14 -9.46 0.06
H 4.84 2.80 -7.73 0.03
C 7.49 -4.53 -11.17 -0.26
S 6.75 -4.06 -9.59 0.82
O 5.51 -3.29 -9.89 -0.59
C 8.03 -2.87 -9.14 -0.26
H 6.83 -5.25 -11.65 0.05
H 7.59 -3.65 -11.80 0.06
H 8.46 -4.99 -10.99 0.05
H 8.10 -2.09 -9.90 0.06
H 8.98 -3.38 -9.03 0.05
H 7.75 -2.41 -8.19 0.05
```

***

[3]
A cluster of 11 separate species, C23H68N10O11 in total at a distorted geometry. Source: the Open Molecules 2025 dataset; level of theory: the ωB97M-V functional and the def2-TZVPD basis.

The gap between HOMO and LUMO comes out at 0.284 hartree. Its SMILES is NC(N)=O.NC(N)=O.NC(N)=O.NC(N)=O.NC(N)=O.CC(C)O.CC(C)O.CC(C)O.CC(C)O.CC(C)O.CC(C)O. The value obtained for the max |F| is 14.04 eV/A. The energy above the lowest of the compared OMol25 structures with the same formula, charge and spin is 363.85 kcal per mole. For the LUMO energy, the calculation gives -0.2 eV.

Structure (XYZ):
```
112
Properties=species:S:1:pos:R:3:lowdin_charge:R:1
C 0.13 0.28 0.36 -0.54
O 0.09 1.43 -0.43 -0.09
N -0.33 0.17 1.55 0.14
N 0.70 -0.87 -0.06 0.15
H -0.53 1.13 1.91 0.08
H -1.00 -0.63 1.65 0.11
H 1.38 -0.82 -0.93 0.12
H 0.79 -1.75 0.59 0.08
C 2.27 -3.51 0.85 -0.58
O 1.31 -2.84 1.58 -0.10
N 1.93 -4.44 -0.03 0.17
N 3.54 -3.36 1.01 0.17
H 1.00 -4.76 -0.25 0.13
H 2.59 -4.74 -0.80 0.14
H 3.84 -2.65 1.72 0.16
H 4.31 -3.92 0.60 0.15
C 0.39 3.10 2.65 -0.60
O 0.19 4.41 2.09 -0.17
N 1.52 2.49 2.71 0.17
N -0.65 2.44 3.08 0.12
H 2.20 2.73 1.95 0.10
H 1.74 1.51 2.97 0.05
H -1.59 2.92 3.13 0.15
H -0.62 1.60 3.61 0.09
C 1.73 -0.82 4.01 -0.57
O 0.59 -1.60 4.30 -0.11
N 2.73 -0.70 4.81 0.18
N 1.86 -0.09 2.95 0.11
H 2.73 -1.30 5.69 0.16
H 3.32 0.05 4.89 0.08
H 1.01 -0.16 2.29 0.08
H 2.78 0.00 2.54 0.10
C -3.99 0.27 3.58 -0.57
O -2.83 0.68 2.95 -0.10
N -4.86 1.13 4.17 0.13
N -4.40 -0.95 3.65 0.20
H -4.45 2.10 4.22 0.13
H -5.35 0.78 5.05 0.14
H -3.66 -1.61 3.41 0.09
H -5.26 -1.35 3.97 0.13
C 0.25 2.95 -2.72 -0.05
C 0.54 3.76 -3.92 -0.66
C 1.93 4.32 -3.91 -0.04
O 0.47 3.20 -5.05 0.02
H 0.69 1.94 -2.81 0.08
H -0.74 2.74 -2.57 0.04
H 0.58 3.44 -1.75 0.11
H -0.16 4.60 -3.89 0.15
H 2.26 4.61 -4.92 0.09
H 2.80 3.60 -3.56 0.11
H 1.93 5.14 -3.28 0.05
H -0.46 3.10 -5.30 0.13
C 4.09 -2.03 -1.73 -0.04
C 2.97 -1.55 -2.66 -0.54
C 1.98 -2.74 -2.87 -0.03
O 2.39 -0.52 -2.20 0.00
H 3.75 -1.79 -0.76 0.03
H 5.01 -1.48 -1.92 0.09
H 4.32 -3.07 -1.62 0.06
H 3.36 -1.34 -3.70 0.17
H 1.24 -2.70 -3.67 0.07
H 1.47 -2.95 -1.96 0.05
H 2.41 -3.63 -3.25 0.07
H 2.82 0.19 -2.64 0.12
C -1.37 -2.40 -4.00 -0.05
C -1.14 -1.44 -2.89 -0.66
C -1.84 -0.07 -3.04 -0.02
O -1.38 -1.88 -1.73 -0.04
H -2.36 -2.40 -4.25 0.04
H -1.13 -3.47 -3.65 0.12
H -0.89 -2.09 -4.88 0.07
H -0.10 -1.16 -2.98 0.10
H -2.88 -0.20 -2.67 0.08
H -1.97 0.32 -4.09 0.09
H -1.25 0.65 -2.46 0.04
H -0.80 -1.36 -1.05 0.10
C -2.69 -3.94 2.41 -0.02
C -1.84 -2.75 2.02 -0.65
C -2.62 -2.09 0.82 0.00
O -1.52 -1.92 2.84 0.02
H -2.11 -4.56 3.04 0.07
H -2.94 -4.49 1.49 0.10
H -3.56 -3.61 2.86 0.04
H -0.97 -3.18 1.59 0.11
H -2.82 -2.76 0.01 0.09
H -2.02 -1.31 0.51 0.01
H -3.46 -1.57 1.15 0.05
H -0.66 -2.16 3.11 0.05
C -5.27 1.08 -0.91 -0.02
C -4.41 1.25 0.35 -0.63
C -2.96 1.48 -0.13 -0.03
O -4.67 2.27 1.00 0.01
H -4.79 0.42 -1.58 0.04
H -5.41 2.04 -1.38 0.08
H -6.28 0.61 -0.78 0.09
H -4.55 0.37 0.99 0.12
H -2.52 0.73 -0.67 0.01
H -2.43 1.50 0.86 0.07
H -2.91 2.35 -0.75 0.10
H -4.03 2.34 1.72 0.09
C 4.21 3.28 -0.89 -0.02
C 3.05 2.35 -0.53 -0.62
C 3.60 1.06 0.21 -0.01
O 2.26 2.87 0.22 -0.02
H 4.97 3.43 -0.11 0.09
H 3.81 4.27 -1.13 0.09
H 4.71 2.80 -1.70 0.06
H 2.43 2.14 -1.41 0.11
H 4.31 0.46 -0.35 0.06
H 2.79 0.39 0.50 0.04
H 4.02 1.37 1.13 0.06
H 1.38 2.84 -0.13 0.07
```

***

[4]
A cluster of 10 separate species, C23H68N2O17 in total at a distorted geometry. Source: the Open Molecules 2025 dataset; level of theory: the ωB97M-V functional and the def2-TZVPD basis.

The gap between HOMO and LUMO comes out at 0.326 hartree. Its SMILES is COC[C@H](C)N.COC[C@H](C)N.OCCO.OCCO.OCCO.OCCO.OCCO.OCCO.OCCO.CO. The value obtained for the max |F| is 1.94 eV/A. The energy above the lowest of the compared OMol25 structures with the same formula, charge and spin is 0.00 kcal per mole. For the LUMO energy, the calculation gives -0.1 eV.

Structure (XYZ):
```
110
Properties=species:S:1:pos:R:3:lowdin_charge:R:1
C 1.68 2.37 -3.23 -0.26
C 2.28 2.75 -4.57 -0.21
O 2.88 1.59 -5.19 -0.06
O 0.42 1.73 -3.35 -0.08
H 1.51 3.30 -2.67 0.11
H 2.35 1.74 -2.63 0.09
H 3.05 3.52 -4.42 0.11
H 1.54 3.22 -5.21 0.12
H 3.81 1.64 -4.96 0.08
H 0.65 0.80 -3.51 0.06
C -2.18 -0.88 -4.95 -0.24
C -2.52 -1.30 -3.53 -0.24
O -3.84 -0.88 -3.20 -0.07
O -1.92 0.51 -5.13 -0.05
H -3.00 -1.28 -5.56 0.12
H -1.29 -1.39 -5.34 0.11
H -1.78 -1.02 -2.77 0.11
H -2.49 -2.40 -3.55 0.12
H -3.77 0.06 -3.01 0.06
H -2.62 0.97 -4.66 0.08
C -0.91 -1.17 3.38 -0.21
C -1.49 -0.73 4.70 -0.24
O -0.51 -0.30 5.62 -0.06
O -0.35 -0.01 2.72 -0.10
H -1.65 -1.58 2.68 0.10
H -0.13 -1.92 3.50 0.10
H -2.10 -1.49 5.20 0.12
H -2.19 0.09 4.52 0.11
H -0.05 0.47 5.27 0.04
H -0.06 -0.35 1.86 0.06
C -2.06 -3.11 -0.56 -0.24
C -2.15 -3.84 0.77 -0.22
O -0.84 -3.88 1.36 -0.08
O -1.34 -3.91 -1.49 -0.08
H -1.61 -2.11 -0.58 0.11
H -3.08 -2.98 -0.93 0.12
H -2.38 -4.88 0.54 0.13
H -2.87 -3.36 1.44 0.10
H -0.78 -4.52 2.07 0.09
H -0.48 -4.12 -1.09 0.08
C 1.94 -2.14 -4.52 -0.24
C 1.58 -2.08 -3.04 -0.20
O 1.43 -0.74 -2.59 -0.12
O 3.14 -1.49 -4.82 -0.06
H 1.14 -1.67 -5.11 0.11
H 1.95 -3.17 -4.89 0.12
H 2.38 -2.57 -2.48 0.12
H 0.67 -2.65 -2.84 0.11
H 2.24 -0.48 -2.09 0.04
H 3.10 -0.59 -4.47 0.05
C 3.15 2.97 1.55 -0.23
C 3.59 3.62 0.25 -0.22
O 4.50 2.75 -0.42 -0.09
O 4.29 2.53 2.30 -0.06
H 2.52 2.10 1.32 0.09
H 2.59 3.63 2.20 0.12
H 4.01 4.61 0.40 0.13
H 2.70 3.79 -0.38 0.10
H 4.78 3.18 -1.23 0.10
H 4.92 2.21 1.64 0.07
C -0.92 3.54 3.63 -0.26
C -0.34 3.32 5.02 -0.21
O 0.57 2.20 5.00 -0.08
O -1.69 2.46 3.18 -0.06
H -0.06 3.80 2.98 0.10
H -1.53 4.44 3.60 0.12
H -1.10 3.12 5.77 0.13
H 0.12 4.23 5.42 0.12
H 1.45 2.58 5.08 0.10
H -1.10 1.68 3.17 0.04
C 0.19 1.87 -0.25 -0.14
O 0.03 0.47 -0.36 -0.13
H 0.00 2.23 0.76 0.07
H 1.14 2.27 -0.62 0.05
H -0.64 2.33 -0.79 0.08
H 0.09 0.14 -1.27 0.05
C -6.31 -2.25 1.35 -0.07
C -5.32 -1.10 1.58 -0.44
C -5.51 0.02 0.53 -0.23
O -4.61 1.06 0.72 -0.16
C -3.35 0.85 0.12 -0.08
N -5.54 -0.57 2.94 0.04
H -7.34 -1.88 1.42 0.08
H -6.26 -3.03 2.11 0.07
H -6.19 -2.71 0.37 0.07
H -4.33 -1.56 1.59 0.11
H -6.55 0.36 0.68 0.13
H -5.62 -0.41 -0.48 0.13
H -2.84 -0.03 0.53 0.08
H -2.73 1.70 0.38 0.08
H -3.42 0.76 -0.96 0.08
H -4.88 0.20 3.04 0.07
H -6.48 -0.19 2.98 0.07
C 5.62 -1.03 0.03 -0.04
C 4.17 -1.08 -0.47 -0.39
C 3.19 -0.94 0.66 -0.22
O 3.28 -2.04 1.54 -0.17
C 2.67 -1.76 2.79 -0.07
N 3.97 0.01 -1.44 0.05
H 5.81 -0.21 0.73 0.08
H 6.34 -0.97 -0.79 0.07
H 5.95 -1.93 0.56 0.08
H 3.96 -2.03 -0.96 0.13
H 2.16 -0.92 0.27 0.12
H 3.34 0.00 1.21 0.12
H 3.20 -0.93 3.27 0.10
H 2.75 -2.64 3.42 0.09
H 1.62 -1.49 2.61 0.06
H 4.74 -0.01 -2.09 0.09
H 3.97 0.90 -0.94 0.05
```